Record 1
A single C4H8O molecule at a distorted geometry, computed with wB97M-V/def2-TZVPD.

```
13
Properties=species:S:1:pos:R:3:forces:R:3:lowdin_charge:R:1
C -1.12541 1.39332 0.69094 -0.136 0.343 -0.013 -0.11
O -0.44592 0.86255 -0.42244 -0.262 -0.181 0.320 -0.16
C -0.19036 -0.48804 -0.19410 -0.507 -0.219 -0.209 -0.48
C 0.68328 -1.03444 -1.22444 0.797 0.168 0.528 -0.04
C 1.19747 -0.64142 0.34302 0.729 -0.014 -1.750 -0.02
H -0.78537 0.92031 1.62903 -0.113 0.263 -0.235 0.10
H -2.19822 1.21102 0.54188 0.053 0.210 0.374 0.09
H -0.90063 2.46271 0.70407 -0.276 -0.099 0.188 0.09
H -1.05823 -1.06268 0.13304 0.074 0.057 0.129 0.15
H 0.44346 -2.08333 -1.51030 0.896 0.605 0.839 0.10
H 0.95586 -0.45281 -2.10454 -0.118 0.258 0.524 0.09
H 1.81592 -1.43218 0.73773 -1.019 -0.605 0.607 0.07
H 1.60815 0.34500 0.67611 -0.118 -0.785 -1.302 0.11
```
Positions in Å, forces in eV/Å.

- LUMO level (eV) = 1.2
- energy above the lowest of the compared OMol25 structures with the same formula, charge and spin (kcal/mol) = 59.41
- orbital gap (eV) = 10.7
- SMILES = COC1CC1
- multiplicity = 1

***

Record 2
14 unconnected molecules or ions with the total composition C42H94F27N8O14P3S3 at a distorted geometry, computed with wB97M-V/def2-TZVPD.

```
191
Properties=species:S:1:pos:R:3:forces:R:3:lowdin_charge:R:1
C -3.97328 3.52458 0.68999 1.445 -0.355 0.977 0.05
C -2.61978 3.85603 0.12398 -0.310 -1.570 -3.484 -0.30
O -1.99520 3.21311 -0.70885 -0.905 2.381 2.670 0.11
N -2.14688 5.34296 0.38873 0.281 -0.674 1.261 0.10
H -2.01397 5.84840 -0.47554 0.669 -0.178 -0.502 0.16
H -2.86823 5.89236 0.83360 -0.709 -0.243 0.525 0.16
C -0.92828 5.35301 1.32923 0.566 -0.184 -1.264 0.05
H -4.05836 2.43861 0.72925 -0.140 0.054 -0.410 0.09
H -4.76679 3.97781 0.09584 0.050 0.102 -0.029 0.12
H -3.97067 3.81996 1.73920 -0.436 0.318 0.142 0.09
H -0.91997 4.44939 1.93874 -0.577 0.296 0.374 0.09
H -0.88067 6.30336 1.86089 -0.183 -0.331 0.095 0.11
H -0.05533 5.23967 0.68641 0.035 0.191 -0.006 0.09
C 4.69082 4.19220 3.78763 -0.448 -1.045 -1.271 0.02
C 4.43477 2.67987 3.79473 5.102 -2.051 -1.073 -0.29
O 5.37790 1.83737 3.52205 -5.985 3.847 1.534 0.07
N 3.05889 2.25938 4.23382 0.193 0.398 -0.724 0.11
H 3.17745 1.59636 4.98645 -0.238 -2.084 -0.211 0.14
H 2.58118 2.97839 4.75815 0.205 1.045 -0.018 0.17
C 2.04033 1.93227 3.10935 0.735 -0.102 -0.020 0.02
H 4.99022 4.56480 4.76723 0.133 -0.105 -0.093 0.11
H 3.84918 4.75863 3.38901 -0.442 -0.149 0.431 0.08
H 5.41816 4.33320 2.98814 0.522 0.074 0.555 0.09
H 2.53218 1.45561 2.26141 0.186 -0.260 0.597 0.07
H 1.70097 2.88436 2.70136 -0.198 -0.022 0.563 0.08
H 1.29000 1.28352 3.56126 0.025 0.289 -0.143 0.09
C 6.55158 0.71157 -0.75539 -0.490 -0.667 0.443 0.05
C 5.60377 -0.53516 -0.58015 0.592 0.501 -3.456 -0.27
O 4.88355 -0.96239 -1.47003 1.717 0.841 3.620 0.13
N 5.95175 -1.48703 0.62993 -1.450 -0.400 -0.171 0.11
H 6.07620 -2.39589 0.20733 -1.091 -0.801 -0.507 0.17
H 6.85757 -1.49297 1.07666 0.578 1.627 0.378 0.17
C 4.81990 -1.44575 1.69332 0.508 0.407 0.246 0.03
H 7.56382 0.32371 -0.64123 0.115 0.016 0.201 0.09
H 6.42100 1.57409 -0.10184 -0.307 -0.466 0.636 0.08
H 6.50838 1.17930 -1.73899 -0.550 -0.697 -0.206 0.07
H 3.86632 -1.75914 1.26838 0.287 0.162 -0.088 0.09
H 4.81583 -0.42438 2.07395 -0.311 0.145 -0.424 0.08
H 5.06516 -2.01363 2.59079 0.170 -0.545 -0.378 0.10
C 2.04233 -4.99046 1.62622 0.185 -1.390 -1.281 0.04
C 1.54119 -4.91109 0.17763 -2.285 3.294 2.237 -0.35
O 1.43821 -3.83015 -0.36669 0.772 -2.316 -0.475 0.12
N 0.69341 -6.07355 -0.27694 2.013 -0.411 -0.680 0.11
H 0.34036 -6.62769 0.49013 0.106 -0.303 0.806 0.15
H -0.16940 -5.68670 -0.63190 -0.961 0.482 -1.374 0.10
C 1.47603 -6.94105 -1.32024 -0.667 1.377 0.823 0.05
H 1.22162 -4.94585 2.34215 -0.437 -0.170 -0.463 0.09
H 2.72156 -4.19144 1.92338 0.186 -0.251 -0.425 0.08
H 2.43762 -6.00587 1.65415 0.618 0.070 0.882 0.09
H 2.41803 -7.22433 -0.85068 -0.203 -0.261 0.115 0.09
H 1.68382 -6.22976 -2.11961 -0.283 -0.457 -0.211 0.09
H 0.84169 -7.77949 -1.60788 0.156 0.283 -0.066 0.11
C -0.10030 4.35316 -3.29323 0.432 -0.212 -0.233 0.01
C -1.09284 3.50808 -4.01014 1.445 -3.666 -0.648 -0.37
O -0.78771 2.39594 -4.42915 -1.639 3.307 0.750 0.16
N -2.47028 4.06524 -4.23513 0.641 -0.660 -1.998 0.12
H -3.00522 3.72701 -3.44803 -1.081 -0.569 0.469 0.13
H -2.42039 5.07339 -4.19985 -0.091 0.398 0.118 0.17
C -3.13673 3.64823 -5.59802 -0.805 0.376 0.993 0.07
H 0.72054 3.67456 -3.06120 -0.040 0.139 0.125 0.08
H -0.37082 4.87502 -2.37531 -0.367 0.015 -0.287 0.08
H 0.26076 5.03195 -4.06587 0.136 0.502 0.176 0.11
H -4.08174 4.19119 -5.61334 -0.016 -0.054 0.159 0.10
H -3.39091 2.58912 -5.55570 0.462 0.018 -0.019 0.10
H -2.57045 3.99836 -6.46106 0.481 -0.321 0.449 0.11
C 1.66831 -0.17705 -3.38316 0.526 0.357 1.042 -0.07
C 0.59295 0.12877 -2.34654 -2.257 0.443 0.968 -0.21
C 0.44013 -0.81253 -1.10305 -0.498 -0.564 -1.908 -0.09
N -0.66356 -0.52278 -0.07677 1.256 1.302 0.610 -0.16
C -0.22790 0.70806 0.79779 -0.386 -0.563 -1.758 0.05
C -2.14791 -0.37950 -0.61375 1.222 -0.150 -0.049 -0.05
C -2.89940 -0.73865 0.58437 -2.590 0.881 0.578 -0.22
C -2.20898 -1.86152 1.25697 1.500 -0.068 1.745 -0.10
C -0.68157 -1.69537 0.86941 -1.961 -2.124 -0.783 -0.08
H 2.58252 -0.04441 -2.80459 0.644 -0.225 -0.536 0.05
H 1.64623 0.53306 -4.20982 -0.105 0.331 0.190 0.06
H 1.65194 -1.14906 -3.87612 -0.295 -0.184 0.557 0.08
H -0.34981 0.27099 -2.87481 -0.417 -0.717 0.077 0.09
H 0.64174 1.09520 -1.84482 1.065 0.641 -0.505 0.08
H 1.41522 -0.87654 -0.62012 -0.220 0.022 0.497 0.13
H 0.18754 -1.80411 -1.47863 0.038 -0.110 0.180 0.10
H -0.90982 0.96864 1.60722 -0.102 -0.741 0.096 0.10
H -0.22059 1.56875 0.12901 0.306 -0.045 -0.032 0.06
H 0.77633 0.43651 1.12317 -0.202 0.244 0.240 0.08
H -2.36769 0.64013 -0.93022 0.488 -0.220 -0.432 0.11
H -2.39560 -1.16305 -1.32984 0.858 0.225 -0.631 0.15
H -3.09568 0.12292 1.22254 0.718 0.102 0.443 0.09
H -3.93730 -0.94284 0.32134 0.107 -0.537 -0.421 0.11
H -2.35902 -1.69216 2.32323 0.210 -0.356 0.256 0.10
H -2.54298 -2.87228 1.02264 -0.024 0.119 -0.318 0.10
H 0.10798 -1.78801 1.61515 -0.220 1.240 0.201 0.11
H -0.49595 -2.59417 0.28136 -0.036 0.189 -0.465 0.09
C 6.56759 -0.86029 -4.58820 -0.116 1.160 0.454 -0.06
C 6.52497 0.73077 -4.85095 -1.388 -1.968 -1.212 -0.17
C 4.99034 1.16005 -4.96558 1.831 1.523 1.094 -0.07
N 4.84919 2.71735 -5.21688 -0.081 -0.091 0.575 -0.23
C 5.20379 3.00994 -6.69537 -0.558 -0.253 1.718 0.06
C 5.70388 3.64223 -4.32853 0.566 -0.864 -0.302 -0.12
C 5.07465 5.01765 -4.37686 -0.655 -0.169 0.557 -0.13
C 3.56771 4.71153 -4.63012 -0.268 0.982 -0.549 -0.14
C 3.42190 3.19216 -4.77899 1.138 0.040 -0.921 -0.07
H 6.05718 -1.13829 -3.66609 -0.731 0.320 -0.143 0.04
H 7.53422 -1.30421 -4.35015 0.484 0.577 -0.710 0.07
H 6.12399 -1.39820 -5.42604 0.040 0.052 0.093 0.08
H 6.97477 0.90714 -5.82802 0.339 0.017 0.119 0.09
H 7.08216 1.28858 -4.09830 -0.344 0.022 0.047 0.09
H 4.59277 0.91369 -3.98103 -0.548 0.407 -0.066 0.10
H 4.35233 0.74030 -5.74330 0.527 -0.423 0.012 0.13
H 6.28586 2.87932 -6.70781 -0.185 0.218 -0.485 0.10
H 4.87641 4.03224 -6.88464 0.273 -0.137 -0.246 0.11
H 4.70055 2.28849 -7.33908 0.018 0.158 0.061 0.11
H 6.72640 3.73759 -4.69386 -0.004 -0.641 -0.041 0.13
H 5.69288 3.12341 -3.36999 -0.046 0.516 0.250 0.12
H 5.60080 5.67911 -5.06515 -0.446 -0.276 -0.574 0.12
H 5.20419 5.55156 -3.43544 -0.081 -0.396 0.241 0.12
H 3.15525 5.22717 -5.49735 0.417 -0.089 -0.409 0.11
H 2.97164 5.17446 -3.84368 0.015 -0.697 0.401 0.10
H 2.80094 2.83255 -5.59947 -0.459 0.250 0.297 0.13
H 3.15980 2.72663 -3.82889 0.247 -0.285 -0.118 0.11
C -7.11236 -1.51708 0.94662 -0.134 -1.097 -0.077 -0.07
C -5.99385 -1.87189 1.94870 -0.986 1.238 0.348 -0.21
C -6.63514 -2.36527 3.25329 0.958 1.116 1.378 -0.10
N -5.64460 -2.51883 4.40249 1.071 -1.878 0.302 -0.24
C -4.71547 -3.70712 4.07792 1.286 0.737 0.252 0.03
C -6.30793 -2.85463 5.76359 0.479 0.786 0.053 -0.08
C -5.28611 -2.34528 6.84258 -0.097 -1.151 -0.011 -0.13
C -4.20086 -1.51851 6.12412 -1.777 0.877 -0.272 -0.13
C -4.91135 -1.21781 4.77699 1.269 -1.360 -0.482 -0.10
H -6.73711 -1.13697 -0.00354 0.254 -0.696 -0.156 0.07
H -7.82569 -0.73494 1.20645 0.165 -0.029 0.894 0.08
H -7.65976 -2.45782 0.88775 -0.410 0.204 -0.996 0.08
H -5.57830 -0.87810 2.11542 0.844 -0.259 0.544 0.10
H -5.25925 -2.57433 1.55494 -0.144 0.034 -0.160 0.11
H -7.17270 -3.31349 3.25192 -0.170 0.202 -0.485 0.15
H -7.19661 -1.55048 3.71042 -0.972 -0.127 -0.680 0.13
H -4.03235 -3.61903 3.23312 -0.798 0.842 -0.802 0.08
H -5.23903 -4.64646 3.90010 -0.280 0.295 0.503 0.11
H -3.92204 -3.74332 4.82442 -0.701 -0.492 0.755 0.10
H -6.63641 -3.88888 5.86618 0.554 -0.107 -0.392 0.13
H -7.22723 -2.27781 5.86495 0.080 0.287 -0.423 0.12
H -4.76898 -3.17483 7.32477 -0.358 -0.177 0.086 0.11
H -5.88752 -1.85551 7.60843 0.402 0.345 -0.035 0.11
H -3.25244 -2.05433 6.08549 -0.187 -0.014 -0.542 0.11
H -3.98009 -0.55723 6.58812 -0.132 -0.126 0.125 0.11
H -4.17025 -0.97241 4.01630 -0.401 0.075 -0.203 0.11
H -5.71059 -0.47806 4.82247 0.323 0.134 0.244 0.14
C 0.69189 -2.31944 4.54046 2.248 1.326 1.471 -0.56
F -0.26707 -1.39473 4.55871 -0.250 -0.880 -0.337 0.11
F 0.76149 -2.87696 5.81463 -0.516 0.137 -2.479 0.10
F 0.52271 -3.20604 3.53586 -0.489 0.350 1.394 0.11
S 2.35196 -1.38438 4.23800 -0.943 -1.852 0.704 0.49
O 2.34910 -0.30033 5.19323 0.157 0.485 0.484 -0.32
O 3.35511 -2.41562 4.43212 -0.115 0.551 -0.394 -0.31
O 2.18623 -0.90882 2.87838 0.148 -0.045 -1.035 -0.37
C -3.40550 -7.38843 2.55759 2.132 1.731 -2.406 -0.64
F -4.54611 -7.85773 2.19307 -1.982 -0.676 0.408 0.16
F -3.48755 -6.71806 3.73636 0.119 -0.900 -0.308 0.09
F -2.54833 -8.43811 2.60182 -0.151 0.914 0.800 0.11
S -2.94526 -6.13220 1.08556 0.503 -2.106 -1.700 0.49
O -2.89055 -6.97813 -0.12950 0.482 0.805 2.283 -0.33
O -4.05757 -5.22607 1.06707 -0.573 0.823 0.912 -0.33
O -1.65727 -5.52421 1.46103 0.137 -0.270 0.218 -0.39
C -0.79400 -3.54526 -3.97453 -3.635 -0.847 0.683 -0.61
F -1.50521 -2.34130 -4.02889 1.531 -1.443 -0.488 0.07
F -0.80776 -4.17287 -5.17683 0.781 1.458 0.892 0.12
F 0.40007 -3.32133 -3.48257 1.306 0.590 -0.747 0.12
S -1.66818 -4.67175 -2.75958 -4.241 -1.782 0.234 0.51
O -0.79494 -5.83458 -2.65147 0.835 0.352 -0.397 -0.34
O -1.74577 -3.94859 -1.49733 1.006 1.035 0.036 -0.34
O -3.01619 -4.97641 -3.29320 2.880 0.985 0.097 -0.30
P -2.78105 2.05321 4.45465 -2.145 -0.641 1.440 0.21
F -1.52352 2.71161 3.77517 1.642 0.535 -0.668 -0.16
F -3.55987 3.48235 4.27693 -0.175 -0.219 -0.069 -0.18
F -3.38189 1.65795 2.93959 0.612 -0.244 0.591 -0.21
F -4.08343 1.34540 5.12565 0.191 0.332 -0.629 -0.16
F -1.96767 0.62204 4.55200 -0.582 1.101 -0.168 -0.17
F -2.36655 2.52668 5.95596 0.688 -0.453 -1.012 -0.15
P -5.19695 1.12038 -3.00043 -2.042 -5.310 -0.974 0.26
F -4.92104 0.30852 -1.56748 0.704 0.816 -1.225 -0.19
F -3.84650 0.43816 -3.79530 -1.007 1.021 1.638 -0.22
F -6.08793 -0.21941 -3.53102 1.459 1.872 0.410 -0.19
F -5.46829 1.94066 -4.34105 -0.214 0.429 -0.452 -0.15
F -6.56982 1.66152 -2.34605 0.862 0.857 -0.008 -0.15
F -4.29210 2.33924 -2.48178 0.857 1.129 0.700 -0.18
P 3.32944 3.58045 -0.26566 1.585 -0.864 0.737 0.23
F 1.92081 3.13617 0.47911 0.811 0.427 0.160 -0.19
F 3.52945 4.89133 0.71999 -1.109 -0.443 -1.552 -0.16
F 4.23225 2.80510 0.83030 -0.135 -0.564 0.456 -0.17
F 4.73449 3.95509 -1.08486 -1.177 0.368 0.347 -0.19
F 3.29895 2.20021 -1.11637 -0.197 -0.434 -0.215 -0.18
F 2.41130 4.23146 -1.38411 0.151 1.450 -0.301 -0.14
```
Positions in Å, forces in eV/Å.

- LUMO level (eV) = -5.5
- total charge = +2
- orbital gap (eV) = 5.5
- multiplicity = 1

***

Question: The highest LUMO level belongs to which entry?
Answer: C4H8O

***

Question: What is the formula in the second record?
Answer: C42H94F27N8O14P3S3